DFT (ωB97M-V/def2-TZVPD) results for C36H30ClF6NNiO29S2 as an isolated structure in a non-equilibrium geometry.

orbital gap (spin up / spin down) = 0.250 / 0.250 Ha
largest force on an atom = 5.24 eV Å⁻¹

```
! RIJCOSX wB97M-V def2-TZVPD def2/J DEFGRID3
* xyz 0 3
Ni 0.15 0.25 -1.45
Cl -0.56 2.59 1.35
S 1.16 -0.74 -4.32
S -0.82 -2.20 -3.35
F 3.14 -1.64 -2.72
F 3.81 -1.09 -4.68
F -2.13 -2.17 -5.60
F -3.48 -1.71 -3.92
F -2.09 -0.13 -4.56
F 2.74 -2.96 -4.48
O -7.32 0.56 0.16
O 7.52 1.67 -0.58
O 5.96 0.86 6.06
O 5.28 -1.73 4.87
O -0.02 1.68 0.31
O -0.13 -3.31 -4.09
O 0.23 3.79 1.62
O -0.62 7.10 -4.09
O -0.37 -3.39 4.26
O 0.53 -1.10 -5.63
O -0.22 1.89 -2.81
O 1.65 0.64 -4.31
O -0.01 -5.81 3.11
O 2.18 0.95 -1.55
O -1.40 -2.65 -2.08
O -2.47 2.77 -4.07
O -2.70 -0.47 1.12
O 2.04 0.48 2.18
O -0.88 1.81 2.50
O 6.04 0.12 1.13
O 1.49 6.14 -2.44
O -1.87 3.13 0.99
O -2.13 0.24 -1.42
O 0.55 -1.28 0.02
O 0.95 -3.80 -1.04
O 2.36 2.82 3.77
O -6.60 1.11 -2.47
O 3.63 2.71 -3.05
O -3.44 -2.14 2.70
N 0.26 -0.86 -3.01
C 0.48 -4.74 0.99
C -0.55 5.93 -3.77
C 5.40 0.72 0.06
C 0.06 -4.75 2.40
C -6.14 0.54 -0.18
C 0.09 -2.25 2.16
C -5.63 0.77 -1.56
C -3.67 0.08 0.33
C 3.39 1.17 -1.32
C -0.10 -3.35 2.94
C 2.82 -1.70 -3.99
C -4.31 0.76 -1.90
C -3.17 -0.58 4.52
C -5.00 0.14 0.71
C -3.74 -3.41 2.26
C 3.55 -0.66 3.64
C -3.55 -1.93 4.12
C 4.30 2.08 -2.06
C -3.66 -3.45 0.79
C 0.48 5.36 -2.87
C 0.49 -3.68 0.21
C 2.77 0.52 3.17
C -1.50 4.95 -4.21
C 0.55 4.06 -2.58
C 4.10 0.47 -0.25
C 4.54 -0.59 4.55
C 3.14 1.74 4.01
C 4.99 0.72 5.27
C -3.25 0.38 -1.06
C -0.40 3.07 -3.03
C -2.26 -1.46 -4.43
C 5.61 2.35 -1.67
C -1.47 3.66 -3.83
C 4.16 1.80 4.87
C 6.32 1.59 -0.67
C 0.41 -2.26 0.72
H -3.14 -0.60 5.61
H -2.40 5.23 -4.74
H -3.04 -4.09 2.73
H -3.00 -2.75 4.59
H 6.03 -1.39 5.35
H -0.50 -4.31 4.52
H 0.96 -4.70 -1.36
H 6.96 0.37 1.02
H -2.24 -0.11 4.22
H 1.28 7.07 -2.53
H -4.30 -2.66 0.41
H -3.10 -1.11 1.72
H 4.39 2.75 5.33
H -2.67 -3.23 0.39
H -2.95 3.05 -4.84
H -5.19 -0.23 1.70
H 0.11 -1.28 2.63
H 3.56 -0.10 0.49
H -7.38 1.20 -1.92
H 6.19 2.81 -2.46
H -4.02 0.96 -2.92
H 1.73 2.52 3.10
H -4.02 -4.45 0.55
H 3.47 -1.62 3.16
H -4.56 -2.17 4.47
H 1.37 3.67 -1.98
H 2.74 2.33 -3.10
H 0.69 -5.67 0.47
H -3.93 0.12 4.18
H -4.73 -3.82 2.48
*
```

***

DFT (ωB97M-V/def2-TZVPD) results for C36H30F8N2NiOSb as an isolated structure in a non-equilibrium geometry.

orbital gap (spin up / spin down) = 0.248 / 0.291 Ha
largest force on an atom = 1.34 eV Å⁻¹

```
! RIJCOSX wB97M-V def2-TZVPD def2/J DEFGRID3
* xyz -1 3
Sb 1.55 -1.33 2.39
Ni -0.28 1.39 -0.43
F 5.59 -2.44 -2.27
F -0.98 4.56 4.75
F -1.24 1.88 5.13
F -0.38 5.50 2.26
F 0.08 3.77 0.24
F -0.91 0.17 3.19
F 3.96 -5.69 6.28
F 4.18 3.46 5.49
O -2.40 1.88 -1.01
N -4.46 1.08 -0.68
N -0.19 2.91 -4.21
C 2.53 -1.87 -0.43
C 3.64 2.41 4.83
C -0.48 3.83 -3.12
C -1.12 -0.54 -0.44
C 2.79 1.84 -3.46
C 5.27 -1.96 0.01
C 2.61 1.87 -0.72
C 1.44 1.65 -1.45
C 3.94 2.03 -2.71
C 2.05 -2.88 5.05
C -0.68 1.48 2.86
C -0.90 2.35 3.92
C 4.19 2.02 3.62
C 3.82 -4.79 4.10
C -3.11 0.97 -0.60
C 2.56 -3.82 5.92
C -0.30 1.87 1.58
C 3.84 2.07 -1.33
C 3.39 -2.15 -1.49
C 2.55 1.76 5.38
C 4.41 -1.72 1.07
C 2.01 0.69 4.68
C 4.74 -2.18 -1.25
C -2.57 -0.32 -0.02
C 3.62 0.96 2.94
C 3.29 -3.83 3.25
C 2.42 -2.84 3.71
C 0.30 1.61 -3.72
C 3.45 -4.76 5.43
C 2.53 0.27 3.47
C 0.68 3.53 -5.18
C -0.78 3.71 3.73
C 1.54 1.68 -2.85
C -0.46 4.18 2.47
C 3.03 -1.66 0.85
C -0.23 3.27 1.47
H 6.34 -1.99 0.15
H 4.81 -1.58 2.06
H 4.50 -5.55 3.75
H 1.59 3.96 -4.74
H -2.61 -0.21 1.07
H -1.11 3.32 -2.39
H 1.34 -2.15 5.42
H 0.13 4.35 -5.67
H 4.89 2.16 -3.20
H 1.47 -1.78 -0.61
H -1.08 -0.93 -1.46
H 5.04 2.56 3.23
H -0.66 -1.27 0.23
H 0.97 2.81 -5.95
H -5.06 0.40 -0.26
H 2.86 1.81 -4.55
H 4.73 2.23 -0.73
H 3.00 -2.33 -2.48
H 2.13 2.10 6.31
H 4.03 0.66 1.98
H -1.02 4.69 -3.52
H 2.56 1.87 0.36
H 0.43 4.19 -2.62
H 2.28 -3.84 6.97
H 3.57 -3.85 2.20
H 1.15 0.18 5.10
H -3.24 -1.15 -0.30
H -4.85 1.95 -0.99
H -0.51 1.18 -3.13
H 0.48 0.98 -4.60
*
```

***

DFT (ωB97M-V/def2-TZVPD) results for C36H30N5O5S3W as an isolated structure in a non-equilibrium geometry.

energy above the lowest of the compared OMol25 structures with the same formula, charge and spin = 0.0496 eV
orbital gap (spin up / spin down) = 0.252 / 0.252 Ha
largest force on an atom = 1.32 eV Å⁻¹

```
! RIJCOSX wB97M-V def2-TZVPD def2/J DEFGRID3
* xyz -1 1
W 0.34 -0.33 0.00
S -1.33 -2.21 0.03
S 1.16 1.78 -1.09
S 3.69 2.14 -2.73
O -0.03 -0.63 -1.96
O -1.58 -0.39 2.26
O 0.92 -1.35 1.73
O -3.25 2.16 -1.63
O -1.34 0.82 -0.20
N 0.72 1.05 1.73
N 3.11 0.02 -1.31
N -2.71 -0.62 1.70
N 2.25 -0.64 -0.45
N 1.47 0.58 2.79
C 2.44 4.66 -2.43
C -5.06 -0.22 1.61
C -1.16 4.13 1.34
C 2.12 -3.41 -2.70
C 3.60 -1.72 5.65
C 2.69 1.18 -1.62
C 2.38 -3.64 4.87
C 0.34 5.77 -2.01
C -2.15 4.78 0.63
C 1.40 4.99 -1.57
C 0.23 -1.83 -3.99
C -4.03 -1.67 0.03
C -5.17 -1.07 0.52
C 2.12 -1.52 3.77
C -2.78 -1.45 0.61
C 0.84 -2.89 -4.66
C -2.52 2.77 -0.66
C 3.02 -0.95 4.66
C -3.82 -0.01 2.17
C 0.31 6.24 -3.32
C 2.41 5.14 -3.74
C 1.80 -2.87 3.88
C 0.15 2.17 1.93
C 1.53 -2.36 -2.01
C -0.82 2.79 1.07
C 1.78 -3.68 -4.02
C -2.82 4.09 -0.38
C 2.42 -3.01 0.26
C 1.36 5.92 -4.18
C -2.55 1.31 -2.55
C 3.29 -3.07 5.76
C 0.58 -1.58 -2.66
C 1.82 -1.94 -0.61
C -1.52 2.09 0.06
C 1.48 -0.71 2.71
C 3.60 3.80 -1.97
H -6.13 -1.25 0.04
H -0.63 4.64 2.13
H -0.47 5.99 -1.33
H -0.52 6.84 -3.66
H 1.40 4.61 -0.56
H 3.33 -3.39 -0.23
H 2.24 -4.51 -4.54
H 1.73 -3.84 0.40
H 2.72 -2.62 1.23
H -2.49 0.28 -2.19
H 4.54 4.27 -2.26
H -2.40 5.81 0.85
H -3.63 0.64 3.01
H 4.31 -1.27 6.34
H -1.53 1.66 -2.72
H -3.11 1.35 -3.48
H -3.60 4.56 -0.96
H 1.10 -3.29 3.17
H 1.35 6.29 -5.20
H -0.51 -1.21 -4.46
H -4.05 -2.32 -0.84
H 3.60 3.68 -0.89
H 0.56 -3.09 -5.69
H 3.22 4.89 -4.42
H 2.86 -4.03 -2.20
H 3.74 -3.67 6.54
H -5.92 0.30 2.02
H 3.25 0.11 4.56
H 2.13 -4.69 4.96
H 0.40 2.67 2.87
*
```

***

DFT (ωB97M-V/def2-TZVPD) results for C36H31BeNO6P as an isolated structure.

energy above the lowest of the compared OMol25 structures with the same formula, charge and spin = 1.1819 eV
orbital gap = 0.294 Ha
largest force on an atom = 0.69 eV Å⁻¹

```
! RIJCOSX wB97M-V def2-TZVPD def2/J DEFGRID3
* xyz -1 1
P -0.66 0.46 -1.31
O 0.12 2.36 -1.97
O -0.43 4.03 -3.38
O 1.31 0.09 0.80
O 4.01 -4.91 2.82
O 1.96 -5.94 2.59
O 3.48 -0.05 1.29
N 0.16 3.86 0.56
C -2.01 2.08 -4.84
C 2.13 -2.46 -2.32
C -2.94 -0.12 -4.74
C -2.07 -2.21 -0.55
C -4.20 -2.03 0.58
C 0.94 -2.61 1.43
C 2.83 -0.43 -3.36
C 1.03 -1.80 -1.79
C -1.43 1.87 -3.60
C 0.76 -3.96 1.75
C 2.17 -1.98 1.57
C 0.09 3.25 4.25
C -0.09 2.23 5.17
C -0.46 0.74 3.33
C -2.76 1.08 -5.42
C 1.86 -4.63 2.22
C 0.02 3.01 2.88
C -3.19 -2.80 0.03
C 1.73 0.23 -2.83
C 3.09 -4.01 2.36
C 3.03 -1.78 -3.12
C -1.91 -0.82 -0.60
C 1.08 4.63 -0.27
C 3.28 -2.70 2.04
C 0.79 -0.45 -2.04
C 2.37 -0.54 1.22
C -2.38 -0.32 -3.49
C -0.51 2.88 -2.97
C -2.94 -0.07 -0.01
C 3.30 -6.13 3.06
C -0.39 0.95 4.70
C -1.22 4.01 0.11
C -4.06 -0.64 0.56
C -0.23 1.74 2.36
C 0.25 4.20 1.96
C -1.62 0.69 -2.90
Be 0.22 1.13 0.76
H -0.69 -0.27 3.00
H 3.29 -6.35 4.13
H 0.30 4.26 4.60
H -3.21 1.22 -6.40
H 3.90 -2.29 -3.52
H -0.20 -4.45 1.64
H -3.53 -0.92 -5.19
H 1.24 4.63 2.18
H -1.34 -2.88 -0.97
H -0.54 0.13 5.39
H 2.11 4.35 -0.03
H 0.96 5.72 -0.12
H 1.61 1.29 -3.02
H -2.85 1.02 0.01
H -1.58 5.04 0.28
H -0.48 4.98 2.22
H -5.07 -2.49 1.02
H 3.53 0.12 -3.96
H 2.29 -3.51 -2.08
H -3.27 -3.88 0.05
H 0.00 2.42 6.23
H 4.24 -2.20 2.14
H 0.10 -2.04 1.05
H 0.89 4.40 -1.32
H -1.86 3.33 0.68
H 3.77 -6.94 2.51
H -1.30 3.79 -0.95
H -1.83 3.03 -5.34
H -2.55 -1.26 -2.97
H 0.39 -2.34 -1.12
H -4.83 -0.02 0.99
*
```

***

DFT (ωB97M-V/def2-TZVPD) results for C36H31Co2N2O6 as an isolated structure in a non-equilibrium geometry.

energy above the lowest of the compared OMol25 structures with the same formula, charge and spin = 0.0000 eV
orbital gap = 0.167 Ha
largest force on an atom = 4.89 eV Å⁻¹

```
! RIJCOSX wB97M-V def2-TZVPD def2/J DEFGRID3
* xyz -1 1
Co -3.72 -3.76 -1.19
Co -1.52 -2.25 -1.35
O -2.73 -6.08 0.27
O -6.47 -4.70 -1.41
O -4.21 -1.85 0.99
O -0.02 -4.43 -0.12
O -1.89 0.60 -1.03
O 0.68 -2.15 -3.19
N 2.47 2.25 0.80
N 1.62 0.26 0.89
C 4.39 7.42 2.44
C 2.91 3.91 2.61
C -0.89 -2.58 2.60
C -5.38 -4.33 -1.42
C -3.91 -2.56 0.12
C -3.20 -2.66 -2.49
C -4.11 0.04 -5.64
C 1.35 1.55 1.03
C -4.15 -0.48 -3.28
C -3.49 -2.18 -4.89
C 2.70 2.86 3.66
C 3.79 6.10 2.02
C 0.86 -0.75 1.52
C -3.05 -5.18 -0.39
C 2.80 3.59 1.24
C -0.70 1.12 1.79
C 3.15 4.17 -1.19
C -1.42 -4.50 -3.01
C -0.65 -3.53 -0.49
C 0.44 -2.94 2.33
C -1.27 -1.24 2.50
C -3.64 -1.78 -3.55
C 3.20 4.50 0.26
C -2.50 -3.89 -2.46
C 2.81 -2.38 1.68
C -1.91 -3.61 2.99
C -1.77 -0.55 -1.07
C 2.81 0.17 0.14
C -0.39 -0.29 1.97
C -4.36 0.42 -4.32
C 3.36 5.18 2.97
C -0.19 -2.12 -2.43
C 3.68 5.75 0.67
C 1.37 -2.02 1.82
C 3.35 1.39 0.11
C -3.70 -1.27 -5.93
H -1.20 1.63 2.63
H 3.06 -3.19 2.38
H 2.86 3.31 4.64
H 0.54 1.95 1.68
H 2.18 3.74 -1.49
H -1.20 1.37 0.85
H 3.02 -2.75 0.67
H 3.42 2.04 3.57
H 0.79 -3.96 2.55
H -4.35 -0.21 -2.25
H -0.82 -4.02 -3.79
H 5.37 7.27 2.91
H 3.29 5.09 -1.76
H 4.53 8.07 1.56
H 3.46 -1.53 1.91
H -2.27 -0.96 2.83
H 4.32 1.74 -0.21
H 3.95 3.48 -1.49
H 3.44 5.44 4.04
H -2.64 -3.75 2.18
H -2.45 -3.26 3.88
H 1.69 2.45 3.65
H -3.53 -1.59 -6.96
H -4.23 0.76 -6.45
H -1.44 -4.58 3.20
H -3.19 -3.21 -5.11
H 3.76 7.95 3.17
H 4.01 6.47 -0.09
H -1.34 -5.59 -2.92
H -4.71 1.43 -4.09
H 3.18 -0.77 -0.23
*
```